#w
Entry from the Open Molecules 2025 dataset: the molecule C4H6N2S (ωB97M-V/def2-TZVPD).

The geometry in XYZ format:
```
13
C4H6N2S, DFT ωB97M-V/def2-TZVPD
C 0.066 0.433 0.046
C -0.679 -0.771 0.658
C 1.328 0.438 -0.315
C 2.219 -0.660 -0.227
H 0.190 2.371 -0.180
H -1.577 2.055 0.029
H -0.274 -1.830 0.429
H -0.924 -0.631 1.685
H -2.089 -1.734 -1.342
H 1.876 1.320 -0.668
N -0.505 1.673 0.080
N 2.800 -1.671 0.022
S -2.430 -0.993 -0.219
```

Computed properties:
2S+1: 1
HOMO-LUMO gap (eV): 9.30
SMILES: N#C/C=C(/N)CS

---

#x
Entry from the Open Molecules 2025 dataset: the molecule C4H6N2S (ωB97M-V/def2-TZVPD).

The geometry in XYZ format:
```
13
C4H6N2S, DFT ωB97M-V/def2-TZVPD
C -0.655 -0.728 -0.403
C 0.491 0.914 0.866
C 0.892 -0.968 -0.711
C -0.930 0.473 0.689
N -1.631 -1.157 -1.021
N 1.423 0.422 -0.185
S -2.336 1.056 1.211
H 0.570 2.077 1.070
H 0.875 0.478 1.793
H 1.378 -1.738 -0.027
H 1.140 -1.238 -1.693
H 1.417 1.234 -0.798
H -2.634 -0.825 -0.789
```

Computed properties:
2S+1: 1
HOMO-LUMO gap (eV): 7.99
SMILES: [H]/N=C1/CNCC1=S

---

#y
Entry from the Open Molecules 2025 dataset: a cluster of 2 separate species, C4H6N2S in total (ωB97M-V/def2-TZVPD).

The geometry in XYZ format:
```
13
C4H6N2S, DFT ωB97M-V/def2-TZVPD
C -0.249 1.835 -0.037
C 0.921 1.156 0.205
C -1.254 0.967 -0.389
C 0.664 -0.253 -0.064
N -0.781 -0.252 -0.357
N -1.471 -1.404 -0.256
S -4.002 0.282 0.697
H -0.273 2.961 -0.141
H 1.842 1.601 0.532
H 1.309 -0.493 -0.947
H 0.926 -0.910 0.796
H -1.005 -1.855 0.602
H -2.453 -1.136 0.135
```

Computed properties:
2S+1: 1
HOMO-LUMO gap (spin up / spin down) (eV): 6.63 / 7.02

---

Energy relative to the most stable one, in hartree: #w 0.0000; #x 0.0242; #y 0.1755

---

#w
Entry from the Open Molecules 2025 dataset: the molecule C2H5FIN (ωB97M-V/def2-TZVPD).

The geometry in XYZ format:
```
10
C2H5FIN, DFT ωB97M-V/def2-TZVPD
C -0.443 -0.742 0.859
C 0.338 0.328 0.007
N -0.074 0.388 -1.408
F 0.321 1.502 0.558
I 2.483 -0.410 -0.060
H 0.027 -0.527 1.739
H -1.525 -0.631 0.824
H -0.172 -1.756 0.585
H 0.131 1.432 -1.671
H -1.086 0.415 -1.433
```

Computed properties:
2S+1: 1
HOMO-LUMO gap (eV): 9.75
SMILES: C[C@@](N)(F)I

---

#x
Entry from the Open Molecules 2025 dataset: a structure of composition C2H5FIN (ωB97M-V/def2-TZVPD).

The geometry in XYZ format:
```
10
C2H5FIN, DFT ωB97M-V/def2-TZVPD
C -0.759 0.923 -0.904
C 0.428 -0.474 -0.003
N -0.159 -0.898 1.183
F 0.431 -1.555 -0.854
I 2.392 0.498 0.051
H -0.267 0.680 -1.763
H -1.760 0.696 -0.675
H -0.333 1.736 -0.328
H -0.407 -0.057 1.710
H 0.434 -1.549 1.584
```

Computed properties:
2S+1: 1
HOMO-LUMO gap (eV): 9.51

---

Energy relative to the most stable one, in hartree: #w 0.0000; #x 0.0548

---

#w
Entry from the Open Molecules 2025 dataset: a cluster of 2 separate species, C4H8O2S in total (ωB97M-V/def2-TZVPD).

The geometry in XYZ format:
```
15
C4H8O2S, DFT ωB97M-V/def2-TZVPD
C 3.259 0.646 -0.228
C -0.454 -0.450 -0.018
C -1.678 -2.502 0.306
C -0.823 2.191 -0.204
O 3.547 0.307 0.898
O -0.479 -1.732 0.143
S -1.821 0.648 -0.092
H 2.186 0.734 -0.494
H 4.095 0.929 -0.780
H -1.622 -3.128 1.296
H -1.810 -3.242 -0.445
H -2.546 -1.788 0.208
H -0.835 2.539 -1.280
H 0.316 1.926 0.215
H -1.333 2.923 0.475
```

Computed properties:
2S+1: 1
HOMO-LUMO gap (eV): 8.84

---

#x
Entry from the Open Molecules 2025 dataset: the molecule C4H8O2S (ωB97M-V/def2-TZVPD).

The geometry in XYZ format:
```
15
C4H8O2S, DFT ωB97M-V/def2-TZVPD
C 0.950 -2.111 -0.869
C -0.087 0.123 -1.221
C -0.267 0.162 1.447
C 0.499 1.497 1.606
H 1.963 -2.037 -0.485
H 0.797 -3.193 -1.365
H 0.101 -2.199 -0.067
H 0.805 0.640 -0.669
H -0.543 0.588 -1.985
H 0.666 -0.626 1.448
H -1.029 -0.102 2.194
H 0.571 1.749 2.720
O 0.343 -1.071 -1.705
O 1.061 1.950 0.505
S -1.321 0.007 0.127
```

Computed properties:
2S+1: 1
HOMO-LUMO gap (eV): 8.77
SMILES: COCSCC=O

---

Energy relative to the most stable one, in hartree: #w 0.0247; #x 0.0000

---

#w
Entry from the Open Molecules 2025 dataset: the molecule C4H8O2S (ωB97M-V/def2-TZVPD).

The geometry in XYZ format:
```
15
C4H8O2S, DFT ωB97M-V/def2-TZVPD
C -0.140 1.343 0.167
C -0.188 -0.168 -0.170
C 1.093 -0.908 0.013
C -1.486 -0.895 -0.048
H -0.292 2.351 1.734
H -0.972 1.828 -0.270
H 0.761 1.810 -0.155
H 1.400 -0.864 1.031
H 0.768 -1.954 -0.260
H 1.815 -0.568 -1.712
H -1.404 -1.924 0.310
H -2.420 -0.377 0.345
O -0.137 1.409 1.564
O 2.112 -0.403 -0.817
S -0.910 -0.681 -1.732
```

Computed properties:
2S+1: 1
HOMO-LUMO gap (eV): 9.81
SMILES: OCC1(CO)CS1

---

#x
Entry from the Open Molecules 2025 dataset: the molecule C4H8O2S (ωB97M-V/def2-TZVPD).

The geometry in XYZ format:
```
15
C4H8O2S, DFT ωB97M-V/def2-TZVPD
C 0.989 -0.511 0.201
C -0.892 1.027 0.973
C -0.822 -0.057 -1.309
C -0.465 -0.218 0.180
O 3.526 -0.409 -0.199
O -1.201 -1.347 0.631
S 2.143 0.551 -0.071
H 3.357 -1.330 -0.430
H -0.432 1.919 0.555
H -0.596 0.935 2.016
H -1.974 1.125 0.927
H -0.449 0.890 -1.689
H -0.386 -0.874 -1.882
H -1.903 -0.107 -1.411
H -0.895 -1.593 1.508
```

Computed properties:
2S+1: 1
HOMO-LUMO gap (eV): 8.96

---

Energy relative to the most stable one, in hartree: #w 0.0000; #x 0.0507